ORCA calculation (ωB97M-V with the def2-TZVPD basis set) on a cluster of 10 separate species, C50H121F9N15O13P5 in total in a non-equilibrium geometry.

Summary:
SMILES   CN(C)P(=O)(N(C)C)N(C)C.CN(C)P(=O)(N(C)C)N(C)C.CN(C)P(=O)(N(C)C)N(C)C.CN(C)P(=O)(N(C)C)N(C)C.CN(C)P(=O)(N(C)C)N(C)C.CCOC(=O)C(F)(F)F.CCOC(=O)C(F)(F)F.CCOC(=O)C(F)(F)F.C1CCOC1.C1CCOC1
Gap between HOMO and LUMO   8.34 eV
LUMO level   0.0107 Ha
Net charge   0
E   -173685.6507 eV

Element x y z (Å)
C  8.156023  -5.505848  2.341422
C  7.982809  -3.985789  2.065229
O  6.884210  -3.682062  1.283405
C  5.628087  -3.681140  2.008017
O  5.445903  -4.061410  3.158395
C  4.398906  -3.249661  1.170158
F  3.565665  -4.289262  1.192088
F  3.767881  -2.264120  1.777874
F  4.756101  -2.874927  -0.082385
H  8.791880  -5.569554  3.224440
H  8.642058  -6.125363  1.587718
H  7.198026  -5.983532  2.546808
H  8.902450  -3.703391  1.552766
H  7.962748  -3.493751  3.037655
C  2.053475  -4.432250  3.759272
C  1.519117  -5.010987  5.070896
O  0.134397  -4.640275  5.316249
C  -0.825507  -5.566985  5.569815
O  -0.526265  -6.766511  5.750277
C  -2.281823  -5.088048  5.528413
F  -2.256444  -3.756719  5.340430
F  -2.998941  -5.612650  4.538164
F  -2.919824  -5.432294  6.693876
H  1.549693  -4.791972  2.862105
H  3.086258  -4.776626  3.705702
H  2.076087  -3.343156  3.720999
H  2.053864  -4.535364  5.893035
H  1.781991  -6.063565  5.176089
C  -1.048954  -0.529671  -1.750386
C  -0.645984  0.565563  -0.773572
O  -0.096777  0.006557  0.378467
C  -0.816018  -0.455772  1.466921
O  -2.040746  -0.341307  1.605277
C  0.106983  -1.168623  2.484379
F  -0.532806  -2.215304  2.959519
F  1.293442  -1.510360  1.928231
F  0.418748  -0.291112  3.419712
H  -1.640635  -1.316948  -1.283265
H  -0.202388  -1.101247  -2.130817
H  -1.606752  -0.163068  -2.612102
H  -1.509081  1.189629  -0.541816
H  0.135626  1.171513  -1.231853
O  2.646828  2.628003  -6.754512
P  1.416506  3.282221  -6.206675
N  -0.028305  2.763180  -7.016155
C  -0.437286  3.483611  -8.183041
C  -0.579594  1.383878  -6.958389
N  1.580737  4.990493  -6.277875
C  2.856770  5.685816  -6.264939
C  0.410681  5.898943  -5.950748
N  0.969907  2.949212  -4.615426
C  2.059168  2.689681  -3.704749
C  -0.365795  3.278459  -4.014894
H  -1.503647  3.422606  -8.400413
H  0.179136  3.051176  -8.971158
H  -0.107372  4.522229  -8.159857
H  -0.372179  0.858954  -6.025897
H  -0.233427  0.770956  -7.790605
H  -1.666857  1.417207  -7.028087
H  3.649186  4.968134  -6.477355
H  2.804720  6.505215  -6.981863
H  2.910814  6.200718  -5.305739
H  0.495887  6.822936  -6.522668
H  -0.499340  5.413795  -6.303716
H  0.278469  6.187500  -4.907983
H  2.904203  2.134382  -4.111766
H  2.471223  3.570220  -3.211832
H  1.690975  2.090742  -2.871804
H  -0.724274  2.489350  -3.353915
H  -1.127754  3.421654  -4.781066
H  -0.266630  4.151849  -3.370334
O  0.219010  3.670028  -0.920298
P  0.952837  4.634152  -0.036002
N  1.290451  6.164560  -0.750517
C  2.334360  6.221482  -1.814546
C  0.204469  7.086593  -1.170424
N  2.465785  4.052151  0.556313
C  2.688375  2.627874  0.620002
C  3.471631  4.933902  1.201034
N  0.118925  5.060095  1.374509
C  0.661296  6.025842  2.315203
C  -1.325183  4.862850  1.357781
H  1.999923  5.695323  -2.708636
H  3.255480  5.695672  -1.563235
H  2.607950  7.241949  -2.082702
H  -0.117803  6.727060  -2.147646
H  0.607801  8.057445  -1.458291
H  -0.594688  7.272129  -0.452764
H  2.244495  2.096059  -0.221579
H  3.734445  2.345180  0.737960
H  2.113484  2.186249  1.433978
H  3.270745  5.990537  1.024153
H  3.636321  4.611983  2.229299
H  4.393495  4.645008  0.696229
H  1.406717  5.534752  2.940726
H  0.745924  7.040570  1.926271
H  -0.159833  6.171623  3.017047
H  -1.532298  3.850384  1.704355
H  -1.725238  4.965418  0.349054
H  -1.837459  5.600329  1.975668
O  1.127843  -2.732049  -4.377440
P  2.622410  -2.804811  -4.639142
N  3.152521  -4.378324  -5.109965
C  3.154802  -5.407663  -4.049373
C  2.770792  -4.941785  -6.461966
N  3.736265  -2.303094  -3.369718
C  3.360736  -1.150826  -2.531505
C  5.171407  -2.551106  -3.397645
N  3.104596  -1.806481  -5.922879
C  2.338975  -0.574776  -6.276752
C  4.291696  -2.092862  -6.812163
H  3.940758  -5.135841  -3.344743
H  3.486313  -6.336335  -4.513888
H  2.165876  -5.484670  -3.597498
H  3.372143  -5.815223  -6.714119
H  2.814101  -4.200968  -7.260346
H  1.737705  -5.288157  -6.491032
H  2.287951  -1.257555  -2.370728
H  3.983481  -1.233651  -1.640754
H  3.615217  -0.217866  -3.034425
H  5.481655  -2.708939  -2.364711
H  5.361503  -3.431998  -4.010828
H  5.603150  -1.652096  -3.837506
H  2.493184  0.210837  -5.537064
H  2.493212  -0.316082  -7.324317
H  1.279432  -0.821875  -6.210327
H  3.884260  -2.607554  -7.682323
H  5.099410  -2.679903  -6.375027
H  4.811602  -1.194710  -7.145486
O  -7.304259  4.056348  -0.031924
P  -6.148163  4.389217  0.850824
N  -4.619221  3.757226  0.284620
C  -4.116782  4.269274  -1.004944
C  -4.395115  2.322574  0.377314
N  -6.369964  3.892071  2.496646
C  -7.618503  3.189476  2.955326
C  -5.309962  3.853216  3.517508
N  -5.988155  6.050678  1.032178
C  -6.862330  6.980069  0.337374
C  -4.882254  6.611406  1.797361
H  -3.041628  4.123763  -1.109716
H  -4.384579  5.319280  -1.122677
H  -4.602188  3.804913  -1.863350
H  -3.353135  2.002688  0.385168
H  -4.908390  1.891378  -0.482168
H  -4.773949  1.958378  1.332278
H  -7.384645  2.564554  3.817232
H  -8.361710  3.929297  3.252670
H  -8.053218  2.540711  2.194912
H  -4.334861  4.071056  3.081818
H  -5.410234  4.610887  4.294664
H  -5.275951  2.838241  3.913450
H  -7.010689  6.531754  -0.645018
H  -7.839550  6.936247  0.818231
H  -6.556087  8.026099  0.324937
H  -5.015029  7.692429  1.754203
H  -3.899894  6.340799  1.410287
H  -4.981101  6.327836  2.845178
O  -0.601132  -5.460441  2.035270
P  -1.306378  -5.477020  0.744460
N  -2.540803  -4.309114  0.600578
C  -3.096412  -3.698488  -0.650706
C  -3.272544  -3.970658  1.850572
N  -2.199148  -6.958065  0.452924
C  -3.064738  -7.142266  -0.715897
C  -2.002482  -8.094514  1.381042
N  -0.389901  -5.220405  -0.647010
C  0.263518  -6.358799  -1.379896
C  0.330642  -3.907006  -0.738376
H  -4.068584  -4.174169  -0.779944
H  -2.482988  -3.840525  -1.540448
H  -3.171893  -2.622826  -0.491503
H  -4.218147  -3.478835  1.622436
H  -2.647001  -3.311723  2.452729
H  -3.582862  -4.808159  2.475393
H  -2.607493  -7.917489  -1.330744
H  -4.078975  -7.389818  -0.402621
H  -3.151270  -6.186252  -1.232282
H  -1.365173  -8.907107  1.032294
H  -1.549545  -7.776571  2.320126
H  -2.973077  -8.416478  1.758384
H  0.625851  -6.062172  -2.364185
H  1.033056  -6.730632  -0.703399
H  -0.466452  -7.164808  -1.454640
H  1.314719  -4.034493  -0.287315
H  -0.219726  -3.146470  -0.184493
H  0.451806  -3.665897  -1.794448
C  0.659436  -1.323890  6.979009
C  2.076306  -1.412745  6.708791
C  2.662239  -0.336079  7.645697
O  1.549679  0.600279  7.663068
C  0.355335  0.160785  7.080390
H  0.523480  -1.854669  7.921284
H  0.144286  -1.813450  6.152542
H  2.303831  -1.147094  5.676433
H  2.439643  -2.428499  6.864725
H  3.497400  0.026432  7.046368
H  2.955004  -0.795967  8.589577
H  0.287045  0.621057  6.094701
H  -0.475728  0.455311  7.721235
C  -3.425235  -0.479178  6.560802
C  -2.704127  -0.330985  5.231124
C  -3.727400  -0.035199  4.197001
O  -4.912327  0.248683  4.957783
C  -4.931171  -0.354744  6.250477
H  -3.213172  0.315575  7.275987
H  -3.236799  -1.443034  7.033641
H  -2.147836  -1.236953  4.990565
H  -2.047082  0.537558  5.276172
H  -3.981906  -0.966806  3.691602
H  -3.458825  0.761973  3.503829
H  -5.406437  -1.333343  6.182975
H  -5.577613  0.177734  6.948114

Forces on the atoms, in the same order (eV/Å):
C -0.2 0.2 0.3
C 1.9 -2.1 1.1
O -4.4 0.8 0.9
C 2.1 -1.2 1.2
O 1.0 1.2 -2.9
C 1.0 -0.3 0.1
F 0.1 -0.1 -1.0
F 0.2 0.7 -0.1
F -0.7 -0.5 0.9
H -0.1 -0.2 0.1
H 0.0 0.5 -0.4
H 0.0 0.1 0.3
H -0.4 0.6 -0.3
H -0.3 0.2 -0.1
C -0.1 -0.4 0.2
C 0.6 0.6 0.2
O -1.9 -0.4 -0.1
C 3.8 -4.0 -0.4
O -1.7 3.4 -0.3
C -0.1 0.5 0.5
F -0.7 -0.2 0.6
F 0.4 -0.2 0.2
F 0.8 0.8 -1.1
H -0.3 -0.1 0.3
H 0.1 0.1 0.0
H -0.1 0.0 0.3
H 0.0 0.1 0.1
H -0.9 -0.2 -0.2
C 0.1 -0.8 0.0
C -1.2 0.0 -1.5
O 0.5 -1.5 3.5
C -2.5 1.2 -2.7
O 3.5 -0.4 -0.1
C 0.4 0.7 -1.7
F 0.4 -0.2 0.4
F -0.9 -0.5 0.2
F -0.2 0.3 1.2
H -0.4 0.3 0.2
H 0.3 0.3 -0.1
H 0.0 0.2 0.1
H 0.1 0.1 0.1
H -0.1 0.2 0.3
O -0.8 0.8 1.2
P -1.0 -0.3 -0.4
N 0.3 0.7 2.0
C 1.2 0.0 -1.0
C 0.3 0.7 0.3
N -2.2 -0.2 -0.1
C -0.9 -0.1 0.0
C 0.7 -1.2 -0.9
N -0.3 -0.7 -0.8
C 0.0 -0.3 1.2
C 1.1 -0.1 -0.2
H 0.0 -0.1 0.1
H -0.6 0.0 -1.0
H -0.3 0.0 0.2
H 0.4 0.3 0.0
H 0.2 0.0 -0.1
H -0.1 0.3 -0.1
H 0.1 0.4 0.2
H 0.3 -0.1 -0.5
H 0.7 -0.2 0.4
H 0.2 0.0 -0.1
H -0.1 0.0 0.3
H 0.3 -0.3 0.3
H -0.2 0.1 -0.6
H 0.0 0.4 -0.1
H -0.2 -0.2 0.1
H 0.3 -0.3 0.0
H 0.3 0.1 -0.1
H -0.1 0.2 -0.1
O 0.7 0.7 1.1
P 0.8 0.4 0.7
N 1.1 0.2 0.0
C -0.2 -0.9 0.3
C 0.6 -0.6 -0.5
N -1.3 1.9 -1.3
C -1.0 -0.6 0.3
C 0.0 -1.7 -1.1
N 0.1 -0.1 -1.6
C -1.8 -0.7 0.8
C -0.1 -0.3 -0.3
H -0.3 0.2 -0.4
H -0.1 0.0 0.5
H -0.3 0.1 0.2
H -1.0 -0.2 0.0
H 0.4 0.1 0.6
H 0.0 -0.5 0.0
H 0.3 0.3 -0.5
H 0.0 0.3 -0.1
H 0.2 -0.1 0.6
H -0.1 -0.2 0.4
H -0.3 0.6 0.3
H 0.4 0.5 0.0
H 0.7 0.8 -0.4
H 1.2 -0.1 -0.2
H 0.0 -0.1 0.3
H -0.4 0.0 0.1
H -0.1 -0.1 0.0
H 0.1 -0.1 0.1
O 2.5 0.4 0.4
P 0.6 0.3 -0.7
N 0.1 0.5 -0.6
C 0.5 0.8 -0.8
C -0.6 0.7 0.9
N -2.2 -1.5 -0.3
C 0.2 -1.2 -1.0
C -1.3 0.2 -0.5
N 0.6 -0.2 -0.7
C -0.6 -1.6 0.6
C -1.0 0.2 0.5
H -0.4 -0.1 0.4
H -0.3 -0.1 0.1
H 0.2 -0.3 0.2
H 0.4 0.3 0.2
H 0.4 0.0 0.3
H -0.3 -0.1 0.3
H 0.1 0.5 0.5
H -0.5 0.2 0.3
H -0.2 0.3 0.0
H 0.4 0.0 -0.1
H 0.3 0.1 0.1
H 0.8 -0.1 0.0
H 0.4 0.3 -0.5
H 0.5 0.4 0.3
H -0.1 -0.1 0.1
H 0.5 0.0 -0.3
H -0.5 -0.3 0.4
H -0.5 0.4 0.1
O 0.8 0.2 0.8
P -0.3 -0.4 0.8
N -0.2 1.2 0.6
C -0.9 0.4 0.3
C -0.7 0.0 0.4
N 0.1 -0.9 -0.9
C 0.6 0.6 -0.6
C 0.2 -0.1 -1.0
N 1.6 -0.2 -0.4
C -1.1 -1.4 -0.2
C -0.8 0.2 0.2
H 0.0 0.0 0.2
H 0.3 0.2 0.3
H -0.1 -0.5 0.0
H 0.2 0.5 -0.3
H 0.0 -0.7 0.1
H -0.4 -0.2 -0.2
H 0.2 0.1 0.0
H -0.1 0.0 0.0
H 0.1 0.2 -0.2
H 0.0 -0.2 -0.3
H -0.5 -0.1 0.3
H 0.1 0.1 0.4
H -0.2 0.7 -0.3
H -0.3 0.3 0.0
H 0.5 -0.3 -0.1
H 0.3 0.0 0.1
H 0.0 -0.1 0.0
H 0.3 0.0 0.1
O -0.1 -0.1 0.3
P -2.5 -0.8 -2.3
N 0.8 0.0 0.0
C 0.4 -0.6 1.4
C 0.3 0.2 -0.5
N 1.8 0.9 1.3
C 0.7 0.5 1.1
C -0.3 1.0 0.4
N -0.3 0.3 -0.4
C -0.9 0.6 1.8
C -0.2 -1.6 0.1
H -0.2 0.4 -0.4
H 0.2 -0.4 0.3
H -0.4 0.0 0.0
H 0.2 0.3 -0.3
H -0.2 0.1 0.2
H 0.4 -0.4 -0.3
H -0.5 0.0 -0.4
H 0.0 -0.4 0.0
H 0.2 -0.2 -0.3
H -0.3 -0.2 -0.5
H 0.4 0.5 -0.3
H -0.2 -0.6 -0.5
H -0.1 0.1 0.3
H 0.6 -0.2 -0.5
H 0.0 0.1 -0.3
H 0.2 0.3 0.1
H 0.0 0.0 -0.2
H -0.1 0.3 0.0
C -2.6 -0.9 -0.5
C 2.2 -0.1 -0.3
C -1.4 -0.9 -2.3
O 2.3 1.6 1.9
C 1.0 -1.2 -0.1
H -0.7 0.1 0.1
H -0.6 -0.2 0.3
H 0.0 0.1 -0.2
H 0.2 0.1 0.1
H 0.2 0.8 0.9
H -0.2 0.7 0.3
H -0.4 0.0 -0.2
H -0.1 -0.2 -0.1
C -1.1 -0.1 1.2
C 1.4 0.4 0.5
C -1.8 -1.5 0.8
O -1.3 1.7 -0.3
C 0.9 -0.7 -1.4
H 0.5 -0.1 -0.1
H 0.2 0.1 0.1
H 0.2 0.2 0.0
H 0.5 -0.3 0.1
H 0.3 0.1 -0.8
H -0.4 0.0 0.1
H 0.1 -0.4 -0.2
H 0.4 0.6 -0.1